74
Properties=species:S:1:pos:R:3 method="wB97M-V/def2-TZVPD" spin_multiplicity=4 total_charge=+1 orbital_gap_ev="8.1 / 10.1" lumo_energy_ev="-2.017 / -2.024" e_above_lowest_kcal_mol=96.0
O -25.588 1.999 -29.338
C -24.260 8.221 -28.276
C -25.399 1.036 -30.126
C -24.698 2.670 -22.685
O -23.263 6.330 -29.709
C -25.633 -1.437 -25.605
H -23.873 8.667 -29.191
H -29.846 0.934 -28.343
H -24.377 1.796 -23.253
H -25.547 -0.988 -24.616
C -26.726 6.486 -25.506
C -28.830 1.125 -27.997
H -23.188 5.431 -31.587
F -27.455 4.182 -27.503
H -23.522 2.513 -31.092
O -24.941 6.950 -28.352
H -24.263 3.577 -23.106
H -24.789 -1.268 -26.273
O -23.515 2.345 -27.456
H -22.208 0.779 -24.959
H -27.317 5.615 -25.220
O -25.488 6.562 -24.784
O -24.808 4.759 -28.927
C -22.163 5.682 -25.317
H -24.831 -1.753 -30.595
C -24.313 2.373 -31.829
H -21.573 -0.498 -25.733
H -20.326 0.832 -29.280
H -23.362 8.185 -27.660
C -20.328 1.912 -29.137
H -22.501 4.526 -30.143
H -25.051 3.172 -31.904
O -25.582 -0.251 -29.703
O -24.684 4.739 -25.930
O -26.827 -1.066 -26.230
C -26.796 2.933 -23.726
O -23.414 6.255 -24.831
H -25.507 -2.504 -25.422
C -22.372 1.965 -27.765
H -19.932 2.427 -30.012
C -22.644 5.484 -30.644
H -22.354 5.781 -26.385
H -23.867 2.239 -32.814
C -26.978 0.107 -26.807
O -21.588 2.478 -28.798
H -23.177 -0.060 -26.206
H -24.933 8.964 -27.847
H -28.915 4.058 -24.943
O -28.255 0.030 -27.339
O -26.322 2.933 -24.842
H -27.393 7.310 -25.254
C -29.098 3.116 -24.426
O -26.106 2.801 -22.601
H -26.616 -1.750 -30.327
O -21.592 1.109 -27.020
C -24.539 5.732 -25.198
H -26.617 6.493 -26.591
H -29.065 1.920 -27.290
H -19.605 2.081 -28.339
O -24.916 1.134 -31.466
H -24.309 2.518 -21.678
H -30.043 3.238 -23.898
H -21.186 6.137 -25.149
C -24.383 5.907 -28.961
C -25.761 -1.197 -30.714
H -22.229 4.615 -25.106
O -26.172 0.997 -26.823
C -22.202 0.362 -25.966
H -25.880 -1.016 -31.783
O -28.110 2.980 -23.396
H -29.300 2.214 -25.004
H -28.258 1.432 -28.872
V -25.612 3.134 -27.319
H -21.642 5.734 -30.991

=====

14
Properties=species:S:1:pos:R:3 method="wB97M-V/def2-TZVPD" total_charge=-1 orbital_gap_ev=6.5 lumo_energy_ev=3.020 e_above_lowest_kcal_mol=17.7
H 1.047 2.979 -0.075
H -0.237 2.742 2.271
H -1.374 -3.304 0.220
S -0.103 -1.808 -1.806
S -0.653 0.481 1.958
C -0.040 -0.202 0.497
H 0.860 0.798 -1.294
O -0.546 -0.645 -2.581
N -0.946 -2.580 0.740
C 0.049 2.034 1.587
O 1.379 -1.808 -1.636
C 0.503 0.758 -0.304
C 0.591 2.017 0.386
C -0.530 -1.462 0.039

=====

20
Properties=species:S:1:pos:R:3 method="wB97M-V/def2-TZVPD" total_charge=0 orbital_gap_ev=7.1 lumo_energy_ev=0.812 e_above_lowest_kcal_mol=104.8
H -2.058 1.526 -1.171
C -1.387 1.604 -0.316
H 3.152 0.206 -0.509
O -1.959 -0.555 0.322
H -0.212 -1.317 -2.789
N 2.462 -0.520 -0.672
C -0.057 -0.346 -1.121
C 1.117 -0.197 -0.416
H 2.640 -0.833 -1.620
N -0.755 -0.802 -2.108
C 0.332 -0.738 1.998
N -0.879 0.268 -0.016
H -0.376 -0.378 2.744
H 0.745 1.243 1.245
H -2.074 -1.078 -0.506
H -1.924 1.987 0.550
C 0.484 0.246 0.859
H -0.551 2.252 -0.567
H 1.305 -0.866 2.470
H -0.005 -1.702 1.624

=====

60
Properties=species:S:1:pos:R:3 method="wB97M-V/def2-TZVPD" total_charge=+1 orbital_gap_ev=7.9 lumo_energy_ev=-2.753 e_above_lowest_kcal_mol=0.0
H 2.547 1.227 0.735
N -3.252 -3.300 0.370
H -1.314 5.944 -2.203
C -1.188 4.616 -0.533
H -2.798 -4.396 -2.483
S -2.229 -1.560 -1.441
N -0.784 3.367 -0.439
H 0.669 -3.508 -1.290
H -4.085 -1.865 1.418
H 3.800 2.421 4.111
H 2.930 -1.013 2.934
H 1.628 -1.176 -1.124
H 2.474 -3.237 0.256
H 1.905 1.000 5.034
N 2.730 -3.552 -0.669
H 0.203 2.487 -4.235
C 2.504 1.124 2.949
H -2.474 -1.736 1.199
H 2.638 3.293 3.097
C 3.298 2.425 3.141
N 0.660 -1.431 -2.946
O 0.049 3.296 -4.779
H 2.711 -1.564 -2.467
H -5.085 -4.829 1.975
C 1.874 1.127 1.585
H 1.869 -3.884 -2.527
H -1.090 6.378 0.668
N -2.971 -4.211 -1.511
C -4.128 -5.262 1.686
H 0.619 -0.387 -3.089
C 0.106 1.628 -1.929
H 4.231 -0.015 2.267
C 1.446 1.012 4.045
C -1.683 5.467 0.580
N -1.087 5.038 -1.815
O -0.688 5.373 -4.470
H 0.869 0.087 3.944
O 0.401 1.258 -3.084
C -2.817 -3.038 -0.892
H 3.971 -0.070 4.014
H -3.429 -5.107 2.507
H -0.263 -1.693 -2.549
H -1.613 4.915 1.513
N -3.218 -2.398 1.435
Bi -0.131 1.188 1.248
C -3.618 -4.626 0.451
C -0.601 4.021 -2.581
C -0.413 2.983 -1.702
C 1.686 -3.276 -1.639
H 0.763 1.869 4.023
C -0.413 4.284 -4.038
O 0.244 0.850 -0.926
C 3.468 -0.069 3.045
H -4.257 -6.326 1.506
N -3.464 -5.198 -0.700
H 2.944 -4.538 -0.614
C 1.755 -1.804 -2.006
H 4.058 2.535 2.366
H -2.723 5.752 0.419
H 0.765 -1.895 -3.845

=====

25
Properties=species:S:1:pos:R:3 method="wB97M-V/def2-TZVPD" total_charge=+2 orbital_gap_ev="6.2 / 6.2" lumo_energy_ev="-8.674 / -8.667"
N -2.005 -0.403 -0.207
H -3.184 1.351 -0.097
H 2.803 1.662 -0.457
Se 5.746 -2.025 1.527
Se 4.252 -3.513 2.385
N 0.913 3.025 -0.983
N 0.190 -0.916 0.398
H -2.676 0.858 -1.757
N 1.975 1.106 -0.235
H -3.536 -1.774 0.081
H -1.977 -2.510 -0.288
N -0.366 1.216 -0.410
H -3.926 -0.032 -0.899
H 1.784 3.533 -1.024
H -0.243 -1.817 0.604
C -2.468 -1.707 0.264
Se 4.485 -0.387 0.598
Os 2.202 -0.713 0.659
H 0.093 3.512 -1.310
C -2.994 0.514 -0.772
H -2.297 -1.805 1.337
Se 2.211 -2.711 1.787
C 0.879 1.768 -0.541
C -0.719 -0.077 -0.074
H -1.140 1.845 -0.584

=====

15
Properties=species:S:1:pos:R:3 method="wB97M-V/def2-TZVPD" total_charge=-1 orbital_gap_ev="5.4 / 5.4" lumo_energy_ev="2.244 / 2.244" e_above_lowest_kcal_mol=70.0
N -1.501 -1.282 -1.551
H 2.941 0.923 1.215
N 1.436 -0.993 0.013
O 0.434 -0.185 0.701
N 2.455 -0.364 -0.394
H -1.888 1.205 0.419
N -1.438 -0.574 -0.593
C -2.048 0.815 -0.602
O -1.577 -0.466 1.776
C 3.162 0.642 0.151
O 4.100 1.202 -0.383
C -0.802 -0.846 0.858
H -0.664 -1.992 0.666
H -3.097 0.581 -0.712
H -1.512 1.334 -1.564

=====

In the order shown, the computed F_max values come out to 0.095 0.130 0.026 0.004 0.017 0.092 hartree/bohr.
In the order shown, the computed calculated total energy values come out to -3105.442659 -1194.527550 -436.480084 -1979.308070 -10128.688421 -561.899765 Eh.